# 1
C33H54N8O4 | ωB97M-V/def2-TZVPD

Results
E in eV: -55167.38890
Energy above the lowest of the compared OMol25 structures with the same formula, charge and spin in kJ/mol: 0.0
Total charge: +4
2S+1: 1
Highest occupied orbital energy in eV: -15.391
Gap between HOMO and LUMO in eV: 5.23

Geometry (Å):
N (12.19, 19.37, 16.17)
O (11.61, 18.99, 15.15)
O (11.79, 20.40, 16.75)
O (13.17, 18.74, 16.63)
C (15.94, 13.20, 19.33)
C (16.65, 14.49, 18.92)
C (15.77, 15.14, 17.82)
C (16.16, 16.59, 17.48)
C (16.03, 17.45, 18.74)
C (16.98, 16.95, 19.85)
N (16.70, 15.47, 20.08)
O (16.81, 15.03, 21.14)
C (16.56, 17.72, 21.10)
C (18.46, 17.15, 19.46)
C (18.02, 14.09, 18.35)
H (16.01, 12.42, 18.56)
H (14.85, 13.31, 19.35)
H (16.22, 12.76, 20.28)
H (14.74, 15.11, 18.17)
H (15.75, 14.53, 16.92)
H (15.48, 16.98, 16.72)
H (17.17, 16.65, 17.06)
H (15.01, 17.31, 19.12)
H (16.11, 18.48, 18.39)
H (17.14, 17.48, 22.00)
H (15.54, 17.65, 21.48)
H (16.76, 18.79, 20.97)
H (18.65, 16.86, 18.44)
H (19.05, 16.61, 20.21)
H (18.74, 18.20, 19.51)
H (18.49, 14.97, 17.91)
H (17.91, 13.50, 17.44)
H (18.68, 13.55, 19.03)
C (14.34, 20.10, 13.81)
N (15.24, 20.32, 12.61)
C (16.30, 19.53, 12.44)
C (17.13, 19.72, 11.35)
C (16.93, 20.81, 10.49)
C (15.79, 21.57, 10.73)
C (14.94, 21.34, 11.79)
C (17.68, 21.03, 9.21)
C (19.06, 20.85, 9.17)
C (19.68, 21.02, 7.95)
N (19.02, 21.40, 6.84)
C (17.68, 21.54, 6.87)
C (16.98, 21.29, 8.03)
C (19.76, 21.72, 5.63)
H (13.33, 20.02, 13.41)
H (14.53, 20.87, 14.55)
H (14.60, 19.14, 14.26)
H (16.36, 18.71, 13.14)
H (17.92, 19.02, 11.10)
H (15.40, 22.25, 9.98)
H (13.96, 21.77, 11.93)
H (19.59, 20.49, 10.04)
H (20.70, 20.67, 7.81)
H (17.22, 21.91, 5.97)
H (15.90, 21.32, 8.01)
H (19.19, 22.20, 4.83)
H (20.19, 20.80, 5.25)
H (20.50, 22.48, 5.89)
C (8.12, 19.62, 15.14)
C (8.62, 20.75, 14.27)
N (8.43, 20.54, 12.84)
C (9.36, 20.65, 11.81)
C (8.75, 20.25, 10.68)
N (7.42, 20.06, 10.95)
C (7.25, 20.32, 12.25)
C (6.30, 19.84, 10.05)
H (8.78, 18.76, 15.02)
H (7.11, 19.29, 14.89)
H (7.96, 19.75, 16.21)
H (9.67, 20.97, 14.44)
H (8.02, 21.62, 14.55)
H (10.40, 20.86, 12.01)
H (9.07, 20.10, 9.66)
H (6.31, 20.30, 12.77)
H (5.76, 20.79, 10.09)
H (5.79, 18.91, 10.30)
H (6.65, 19.76, 9.02)
C (9.72, 19.20, 24.25)
C (10.67, 19.10, 23.03)
N (10.06, 19.61, 21.79)
C (10.36, 19.19, 20.50)
C (9.80, 20.09, 19.66)
N (9.19, 21.06, 20.41)
C (9.35, 20.74, 21.70)
C (8.63, 22.29, 19.87)
H (9.29, 20.19, 24.33)
H (10.35, 19.02, 25.12)
H (8.99, 18.41, 24.29)
H (10.77, 18.03, 22.84)
H (11.64, 19.56, 23.19)
H (11.02, 18.34, 20.40)
H (9.85, 20.04, 18.59)
H (9.01, 21.32, 22.53)
H (9.18, 22.56, 18.97)
H (8.58, 23.06, 20.63)
H (7.65, 22.13, 19.42)

# 2
C11H18ClF9N9O8RhS | ωB97M-V/def2-TZVPD

Results
E in eV: -92305.87119
Energy above the lowest of the compared OMol25 structures with the same formula, charge and spin in kJ/mol: 328.6
2S+1: 1
Highest occupied orbital energy (spin up / spin down) in eV: -9.089 / -9.203
Gap between HOMO and LUMO (spin up / spin down) in eV: 6.77 / 7.10

Geometry (Å):
Rh (0.58, -1.13, -0.66)
C (-3.72, 1.59, 1.19)
N (-2.52, 1.54, 2.00)
C (-2.08, 2.78, 2.65)
C (-1.60, 0.57, 1.69)
N (-1.68, -0.33, 0.79)
N (-0.47, 0.60, 2.52)
C (0.69, -0.08, 2.27)
N (1.71, 0.12, 3.16)
N (0.86, -0.85, 1.26)
H (-4.43, 2.28, 1.64)
H (-4.18, 0.61, 1.14)
H (-3.50, 1.93, 0.16)
H (-2.82, 3.56, 2.45)
H (-1.12, 3.12, 2.27)
H (-2.02, 2.67, 3.74)
H (-2.47, -0.23, 0.17)
H (-0.59, 0.97, 3.45)
H (1.50, 0.60, 4.01)
H (2.36, -0.66, 3.25)
H (2.61, -2.19, 0.93)
O (-0.42, -4.16, 1.34)
Cl (-0.38, -3.86, -0.06)
O (-0.40, -5.03, -0.86)
O (-1.40, -2.92, -0.43)
O (0.94, -3.15, -0.33)
N (-3.01, 0.58, -5.10)
C (-2.14, 0.19, -4.15)
N (-2.11, 0.87, -2.99)
N (-1.39, -0.86, -4.42)
C (-0.54, -1.17, -3.49)
N (0.21, -1.44, -2.64)
H (-3.69, 1.29, -4.94)
H (-3.08, 0.01, -5.92)
H (-2.54, 1.78, -2.96)
H (-1.31, 0.75, -2.35)
C (2.75, -4.78, 2.22)
S (3.62, -3.28, 2.47)
O (5.01, -3.54, 2.65)
O (2.91, -2.50, 3.45)
O (3.51, -2.54, 1.08)
H (2.86, -5.35, 3.14)
H (3.19, -5.30, 1.38)
H (1.70, -4.55, 2.04)
F (-0.55, 3.14, -0.07)
C (0.25, 3.20, -1.15)
F (1.01, 4.29, -1.03)
F (-0.56, 3.38, -2.21)
C (1.06, 1.87, -1.30)
O (0.18, 0.86, -1.09)
C (1.68, 1.82, -2.74)
F (2.24, 2.97, -3.10)
F (2.61, 0.86, -2.81)
F (0.74, 1.53, -3.65)
C (2.22, 1.89, -0.26)
F (3.18, 2.77, -0.57)
F (1.75, 2.21, 0.95)
F (2.80, 0.69, -0.17)

# 3
C42H68N4O22 | ωB97M-V/def2-TZVPD

Results
E in eV: -95648.70799
Total charge: +1
Expectation value of S²: 0.7560
2S+1: 2
Highest occupied orbital energy (spin up / spin down) in eV: -12.525 / -12.525
Gap between HOMO and LUMO (spin up / spin down) in eV: 8.32 / 2.98

Geometry (Å):
O (-0.18, -0.36, 0.92)
C (0.22, -0.49, -0.23)
O (-0.34, 0.02, -1.35)
C (-1.65, 0.46, -1.38)
C (-1.72, 1.86, -0.72)
C (1.59, -1.16, -0.48)
H (-2.37, -0.14, -0.82)
H (-1.94, 0.56, -2.43)
H (-2.73, 2.26, -0.78)
H (-1.08, 2.53, -1.29)
H (-1.40, 1.77, 0.32)
H (2.30, -0.43, -0.86)
H (1.52, -1.94, -1.23)
H (1.99, -1.49, 0.48)
O (1.19, 5.40, 1.02)
C (1.97, 4.46, 0.74)
O (3.31, 4.51, 0.68)
C (4.06, 5.71, 0.89)
C (4.14, 6.09, 2.34)
C (1.40, 3.18, 0.22)
H (3.63, 6.55, 0.34)
H (5.03, 5.65, 0.38)
H (4.11, 5.13, 2.87)
H (3.32, 6.71, 2.69)
H (5.10, 6.46, 2.71)
H (0.93, 3.36, -0.75)
H (0.62, 2.81, 0.88)
H (2.14, 2.38, 0.12)
C (1.67, -3.37, 3.38)
C (0.62, -3.70, 4.56)
C (-0.66, -4.36, 3.97)
C (-0.34, -5.67, 3.30)
N (-0.10, -6.65, 2.75)
H (1.85, -4.28, 2.81)
H (2.66, -3.01, 3.67)
H (1.25, -2.59, 2.74)
H (0.31, -2.82, 5.12)
H (1.07, -4.35, 5.32)
H (-1.18, -3.65, 3.32)
H (-1.45, -4.67, 4.66)
C (3.20, 0.06, 2.86)
C (4.22, 0.13, 1.76)
C (4.71, -1.25, 1.35)
C (5.50, -1.99, 2.33)
N (6.14, -2.61, 3.06)
H (3.16, 0.97, 3.46)
H (3.70, -0.60, 3.56)
H (2.24, -0.32, 2.54)
H (5.01, 0.74, 2.19)
H (3.75, 0.65, 0.92)
H (5.27, -1.07, 0.43)
H (3.87, -1.84, 0.99)
C (-4.00, 1.09, 1.89)
C (-5.22, 0.32, 2.27)
C (-6.18, 0.11, 1.06)
C (-5.61, -0.20, -0.25)
N (-5.11, -0.50, -1.25)
H (-3.37, 0.62, 1.13)
H (-3.28, 1.21, 2.70)
H (-4.23, 2.10, 1.53)
H (-5.78, 0.78, 3.09)
H (-5.00, -0.68, 2.64)
H (-6.80, 0.98, 0.83)
H (-6.84, -0.71, 1.34)
C (-2.55, -1.70, -5.24)
C (-3.26, -1.87, -3.92)
C (-4.34, -2.93, -3.85)
C (-3.79, -4.27, -4.01)
N (-3.44, -5.33, -4.13)
H (-1.79, -0.93, -5.13)
H (-3.31, -1.44, -5.97)
H (-2.13, -2.61, -5.67)
H (-3.59, -0.90, -3.57)
H (-2.51, -2.17, -3.18)
H (-5.04, -2.78, -4.67)
H (-4.87, -2.86, -2.90)
C (5.71, 0.58, -4.70)
C (6.45, -0.75, -4.78)
O (5.60, -1.58, -3.99)
C (4.74, -0.84, -3.28)
O (3.98, -1.30, -2.41)
O (4.84, 0.44, -3.62)
H (5.25, 0.80, -5.66)
H (6.39, 1.39, -4.43)
H (7.44, -0.56, -4.35)
H (6.67, -1.11, -5.79)
C (2.26, 3.89, -5.15)
C (2.03, 4.90, -4.00)
O (0.87, 4.48, -3.39)
C (0.23, 3.60, -4.19)
O (-0.79, 3.02, -3.85)
O (1.03, 3.31, -5.25)
H (3.05, 3.18, -4.88)
H (2.42, 4.45, -6.07)
H (1.90, 5.91, -4.37)
H (2.86, 4.89, -3.29)
C (1.35, -5.27, -0.48)
C (0.77, -6.38, -1.39)
O (-0.02, -5.65, -2.34)
C (0.14, -4.34, -2.20)
O (-0.49, -3.53, -2.84)
O (0.88, -4.09, -1.11)
H (2.43, -5.43, -0.46)
H (1.05, -5.35, 0.56)
H (0.14, -7.07, -0.83)
H (1.54, -6.96, -1.90)
C (-3.18, -3.67, 0.26)
C (-4.22, -3.55, 1.41)
O (-5.42, -3.60, 0.68)
C (-5.28, -4.15, -0.54)
O (-6.23, -4.43, -1.34)
O (-3.91, -4.18, -0.80)
H (-2.37, -4.32, 0.58)
H (-2.76, -2.67, 0.15)
H (-4.06, -2.64, 1.98)
H (-4.24, -4.34, 2.17)
C (-2.19, 4.79, 0.90)
C (-1.85, 5.39, -0.48)
O (-2.70, 6.56, -0.42)
C (-3.23, 6.79, 0.79)
O (-3.98, 7.72, 1.06)
O (-2.83, 5.78, 1.60)
H (-1.27, 4.65, 1.47)
H (-2.76, 3.87, 0.87)
H (-2.11, 4.75, -1.32)
H (-0.88, 5.88, -0.56)
C (0.17, 0.05, 4.52)
C (-0.97, 1.10, 4.42)
O (-1.22, 1.52, 5.74)
C (-0.74, 0.59, 6.58)
O (-0.81, 0.63, 7.81)
O (0.00, -0.31, 5.86)
H (1.14, 0.53, 4.56)
H (0.19, -0.66, 3.70)
H (-1.86, 0.57, 4.09)
H (-0.72, 1.78, 3.61)